1.
# C4H14NO2

3 unconnected molecules or ions with the total composition C4H14NO2 at a distorted geometry (wB97M-V/def2-TZVPD, OMol25).

Results
Charge: +1
LUMO level: -3.39 eV
E_HOMO: -14.094 eV

Last column: Löwdin charge in e.
CARTESIAN COORDINATES (ANGSTROEM)
C -2.56204 -0.37676 -1.62760  -0.09
C -1.50533 -1.43198 -1.26380  -0.23
C -0.79607 -1.23289 0.02783  -0.09
C -0.92444 -0.21156 0.87816  -0.05
N 0.34498 0.38772 1.44532  0.18
H -3.38192 -0.47649 -0.90964  0.09
H -2.16168 0.62312 -1.53994  0.07
H -3.03063 -0.65231 -2.56205  0.08
H -2.02331 -2.39656 -1.19696  0.13
H -0.80669 -1.51441 -2.09732  0.12
H -0.13801 -2.06678 0.27615  0.13
H -1.58381 0.62816 0.71289  0.11
H 0.52498 0.14205 2.41949  0.17
H 0.28842 1.39318 1.28460  0.15
H 1.22384 0.17229 0.92267  0.09
H 3.72288 2.64642 1.50461  0.05
H 2.56578 3.36907 2.01848  0.05
O 2.75985 2.54579 1.54646  -0.06
H 1.87949 -0.86343 -0.96786  0.06
H 3.27076 -0.43832 -0.48878  0.08
O 2.33295 -0.24631 -0.38271  -0.03

2.
# C4H14NO2

3 unconnected molecules or ions with the total composition C4H14NO2 at a distorted geometry (wB97M-V/def2-TZVPD, OMol25).

Results
Charge: +1
LUMO level: -3.00 eV
E_HOMO: -14.257 eV

Last column: Löwdin charge in e.
CARTESIAN COORDINATES (ANGSTROEM)
C 1.78395 -1.20226 1.33240  -0.07
C 0.75691 -0.10045 1.68637  -0.17
C -0.45779 -0.25631 0.79137  -0.31
C -1.42738 -1.12852 0.97319  0.11
N -0.35002 0.42104 -0.51600  0.21
H 2.45445 -1.38304 2.17478  0.08
H 1.29392 -2.13430 1.06780  0.08
H 2.45001 -0.86970 0.53815  0.07
H 0.43330 -0.10701 2.72258  0.12
H 1.22684 0.84985 1.41882  0.11
H -1.50874 -1.66499 1.91088  0.09
H -2.12041 -1.46436 0.20960  0.09
H -1.18363 0.14088 -1.03091  0.13
H 0.46851 0.05901 -1.03886  0.12
H -0.27686 1.43468 -0.46657  0.16
H -3.34164 1.29863 -1.86894  0.06
H -3.11549 2.35546 -0.83198  0.07
O -2.62860 1.78101 -1.43712  -0.04
H 1.56163 0.85607 -3.25074  0.08
H 2.37107 0.27442 -2.09807  0.07
O 1.60997 0.83987 -2.28676  -0.04

3.
# C4H14NO2

2 unconnected molecules or ions with the total composition C4H14NO2 at a distorted geometry (wB97M-V/def2-TZVPD, OMol25).

Results
Charge: +1
LUMO level: -3.01 eV
E_HOMO: -14.788 eV

Last column: Löwdin charge in e.
CARTESIAN COORDINATES (ANGSTROEM)
C 0.10369 1.31247 -1.26095  -0.02
C -0.55561 0.17773 -0.43369  -0.30
C -0.24411 -1.30156 -0.85477  -0.28
C 1.23715 -1.52698 -1.26136  -0.08
O -0.33726 -2.13237 0.41982  -0.08
N -0.00284 0.24828 0.94772  0.15
H -0.34708 1.40166 -2.33888  0.15
H 1.19271 1.26969 -1.17877  0.08
H -0.19599 2.13261 -0.66055  0.06
H -1.59655 0.41491 -0.24542  0.15
H -1.00754 -1.79218 -1.78770  0.23
H 1.57537 -1.00658 -2.21610  0.11
H 1.34563 -2.61755 -1.43107  0.09
H 1.96600 -1.40897 -0.37208  0.11
H -0.57091 -3.00518 0.24150  0.06
H -0.21973 -0.57603 1.55964  0.17
H -0.14856 1.03993 1.56539  0.08
H 1.10091 0.22901 0.93282  0.21
H -0.99863 1.98144 3.46744  0.08
H -1.50292 2.85425 2.32423  0.05
O -0.79372 2.30542 2.58277  -0.01

4.
# C4H14NO2

3 unconnected molecules or ions with the total composition C4H14NO2 at a distorted geometry (wB97M-V/def2-TZVPD, OMol25).

Results
Charge: +1
LUMO level: -2.99 eV
E_HOMO: -13.722 eV

Last column: Löwdin charge in e.
CARTESIAN COORDINATES (ANGSTROEM)
C -1.02416 -0.75306 3.13004  -0.07
C -1.46468 0.48226 2.25114  -0.21
C -0.96635 0.51476 0.81728  -0.07
C 0.10467 -0.15783 0.44462  -0.11
N 0.60678 -0.32061 -0.90986  0.15
H -0.38787 -0.35990 3.90478  0.07
H -0.71701 -1.55469 2.47192  0.06
H -1.95710 -1.00817 3.62853  0.07
H -1.14537 1.38094 2.77006  0.11
H -2.53885 0.44083 2.09542  0.10
H -1.50810 1.17916 0.15995  0.12
H 0.74793 -0.65149 1.15998  0.13
H 1.35790 0.34990 -1.26800  0.12
H 1.06042 -1.22722 -0.98453  0.16
H -0.06087 -0.25767 -1.71114  0.11
H -0.36992 -0.99112 -4.02343  0.07
H -1.74822 -0.92439 -3.42355  0.08
O -0.82352 -0.75259 -3.21269  -0.03
H 3.70028 0.86959 -1.61872  0.07
H 2.73410 1.98227 -1.11823  0.05
O 2.88072 1.07098 -1.19054  0.01

5.
# C4H14NO2

3 unconnected molecules or ions with the total composition C4H14NO2 at a distorted geometry (wB97M-V/def2-TZVPD, OMol25).

Results
Charge: +1
LUMO level: -4.83 eV
E_HOMO: -14.651 eV

Last column: Löwdin charge in e.
CARTESIAN COORDINATES (ANGSTROEM)
C -0.46415 -1.21950 1.89857  -0.07
C -1.06343 -0.70401 0.57377  -0.23
C 0.04976 0.00352 -0.14889  -0.14
C -1.35473 0.47179 -2.08006  0.17
N -0.32373 0.79576 -1.42049  0.07
H -1.27001 -1.42045 2.56884  0.08
H 0.37865 -0.62827 2.25630  0.07
H -0.05362 -2.23187 1.80169  0.09
H -1.88304 -0.02424 0.72154  0.11
H -1.38954 -1.60742 0.07383  0.11
H 0.82161 -0.61175 -0.59506  0.11
H 0.56333 0.66987 0.54432  0.12
H -1.56250 -0.59163 -2.11124  0.13
H -1.87307 1.14393 -2.74002  0.12
H 0.19107 1.65792 -1.27182  0.18
H 2.45198 -0.41955 -3.16661  0.06
H 1.71448 -1.77441 -2.97479  0.06
O 1.72818 -0.84844 -2.70070  -0.05
H 0.49481 2.61524 2.55355  0.04
H 1.68741 2.72036 3.29933  0.05
O 1.15654 2.00316 2.91794  -0.07

6.
# C4H14NO2

3 unconnected molecules or ions with the total composition C4H14NO2 at a distorted geometry (wB97M-V/def2-TZVPD, OMol25).

Results
Charge: +2
<S²>: 0.75
LUMO level (alpha / beta): -6.94 / -15.39 eV
2S+1: 2
E_HOMO (alpha / beta): -19.647 / -19.645 eV

Last column: Löwdin charge in e.
CARTESIAN COORDINATES (ANGSTROEM)
C -0.25998 0.37432 -1.40699  -0.08
N 0.52431 0.12667 -0.22170  -0.01
C 0.09602 -1.24178 0.32361  -0.06
C -1.40226 -1.16225 0.26016  -0.04
C -1.63236 -0.28110 -0.98869  -0.03
H -0.39682 1.41624 -1.73537  0.17
H 0.28368 -0.11190 -2.22466  0.16
H 0.12357 0.81796 0.64211  0.18
H 1.57708 0.29117 -0.26096  0.12
H 0.71122 -1.60165 1.17376  0.18
H 0.51026 -1.83023 -0.53059  0.19
H -1.83749 -2.19873 0.07895  0.21
H -1.92407 -0.66596 1.20479  0.25
H -2.49605 0.37478 -0.84959  0.16
H -1.95735 -0.99843 -1.75678  0.21
H -0.55672 1.27019 2.77791  0.14
H -1.45203 2.09139 2.04034  0.07
O -0.59443 1.72815 1.86972  0.00
H 3.63573 0.14269 -0.79651  0.06
H 3.83328 1.00634 0.42367  0.08
O 3.21441 0.45213 -0.02315  0.02

7.
# C4H14NO3

3 unconnected molecules or ions with the total composition C4H14NO3 at a distorted geometry (wB97M-V/def2-TZVPD, OMol25).

Results
Charge: -1
LUMO level: 3.30 eV
E_HOMO: -4.270 eV

Last column: Löwdin charge in e.
CARTESIAN COORDINATES (ANGSTROEM)
C -2.16286 -0.04014 -2.15468  -0.14
N -0.73235 -0.30354 -2.23154  -0.27
C -0.48418 -1.13398 -3.42442  -0.12
C -0.25640 -1.01809 -1.01111  -0.19
C -0.29888 -0.14003 0.23708  -0.30
O 0.13946 -0.91124 1.32319  -0.13
H -2.39073 0.55943 -1.26850  0.07
H -2.77182 -0.94968 -2.04878  0.08
H -2.46317 0.60759 -2.98046  0.08
H 0.48475 -1.62379 -3.31296  0.07
H -0.34513 -0.46758 -4.28124  0.07
H -1.30517 -1.83562 -3.58843  0.07
H -0.89108 -1.88873 -0.80478  0.12
H 0.78661 -1.22053 -1.23700  0.11
H -1.30470 0.21644 0.48664  0.10
H 0.33854 0.73647 0.07646  0.11
H 0.65218 2.50318 4.07139  -0.02
H 1.80567 1.65307 3.50491  -0.04
O 1.59727 2.40209 4.19691  -0.20
H 0.88274 -0.44572 1.81898  0.01
H 2.09710 1.19413 1.51935  -0.07
O 1.92085 0.69259 2.32047  -0.40

8.
# C4H14NO3

3 unconnected molecules or ions with the total composition C4H14NO3 at a distorted geometry (wB97M-V/def2-TZVPD, OMol25).

Results
Charge: -1
LUMO level: 3.82 eV
E_HOMO: -4.237 eV

Last column: Löwdin charge in e.
CARTESIAN COORDINATES (ANGSTROEM)
C -1.05228 -0.43840 -0.29264  -0.26
N -0.28704 -1.70501 -0.32668  -0.05
C 0.08964 -2.13565 1.01273  -0.35
O 1.42696 -1.81130 1.32005  -0.12
C -0.98069 0.34735 -1.59477  -0.25
C 0.50187 0.74184 -1.91307  -0.10
H -0.73611 0.12917 0.58722  0.08
H -2.11459 -0.71341 -0.22569  0.10
H 0.56866 -1.56140 -0.84575  0.07
H -0.06674 -3.21740 1.10289  0.09
H -0.56071 -1.68971 1.77126  0.11
H -1.42523 -0.18161 -2.45216  0.10
H -1.51552 1.28922 -1.42098  0.09
H 0.84432 1.16402 -0.97231  0.06
H 0.53631 1.34765 -2.81789  0.06
H 1.05784 -0.17824 -2.08841  0.05
H 0.03062 2.74881 0.13572  -0.02
H 0.15351 2.16369 1.60589  -0.03
O -0.13043 2.92453 1.05860  -0.11
H 1.32169 -0.91769 1.78005  0.01
H 1.56405 1.12131 2.28346  -0.09
O 0.77387 0.57225 2.29249  -0.44

9.
# C4H14NO3

3 unconnected molecules or ions with the total composition C4H14NO3 at a distorted geometry (wB97M-V/def2-TZVPD, OMol25).

Results
Charge: -1
LUMO level: 3.71 eV
E_HOMO: -3.436 eV

Last column: Löwdin charge in e.
CARTESIAN COORDINATES (ANGSTROEM)
C 1.59778 0.97975 -0.67255  -0.13
C 0.31717 0.87786 0.11600  -0.41
C -0.80713 1.25724 -0.87789  -0.08
N 0.18881 -0.57049 0.66485  -0.04
C -0.53085 -1.49618 -0.20290  -0.60
O -1.75440 -1.56338 -0.46259  -0.22
H 1.63006 0.45376 -1.63259  0.06
H 1.83881 2.11246 -1.08027  0.11
H 2.59918 0.76994 -0.10499  0.07
H 0.12778 1.49804 0.98119  0.12
H -0.57427 0.74342 -1.78446  0.06
H -1.73690 0.70509 -0.58573  0.05
H -0.90227 2.32672 -0.96383  0.06
H -0.23042 -0.42185 1.55451  0.08
H 0.11847 -1.47704 -1.08026  0.09
H -0.33144 -2.46338 0.40146  0.10
H 2.78544 -0.24183 1.81320  0.08
H 2.17116 -1.47613 1.13615  -0.04
O 3.01090 -1.14142 1.35714  -0.12
H -3.59315 0.13083 0.02176  0.00
H -2.58818 -0.80955 0.48490  -0.02
O -3.33656 -0.19386 0.91690  -0.22

10.
# C4H14NO3

2 unconnected molecules or ions with the total composition C4H14NO3 at a distorted geometry (wB97M-V/def2-TZVPD, OMol25).

Results
Charge: +1
LUMO level: -3.17 eV
E_HOMO: -14.594 eV

Last column: Löwdin charge in e.
CARTESIAN COORDINATES (ANGSTROEM)
C -1.85115 -0.92692 -0.60247  -0.18
O -0.88436 -1.56977 -1.38889  -0.09
C -0.88320 -0.14924 0.27845  -0.18
C -0.55779 1.26384 -0.25002  -0.26
C -0.34917 1.57344 -1.80431  0.01
O 0.85417 1.54463 0.30943  -0.16
N 0.52154 -0.93202 0.61599  0.18
H -2.49227 -0.22476 -1.22724  0.16
H -2.43229 -1.55549 -0.00837  0.11
H -0.97893 -2.54529 -1.53230  0.15
H -1.19863 -0.07959 1.32827  0.15
H -1.34122 1.93157 0.25902  0.17
H -1.06053 2.39731 -1.78063  0.08
H -0.51442 0.74997 -2.40690  0.04
H 0.72393 1.88237 -2.01489  0.11
H 0.83431 2.36434 0.98847  0.18
H 0.99767 -0.06368 1.14749  0.16
H 0.84017 -1.37388 -0.31061  0.18
H 0.38864 -1.72068 1.19592  0.12
H 3.35192 -0.12426 2.21362  0.05
H 3.30156 -1.63557 2.48270  0.09
O 2.73009 -0.80632 2.50727  -0.08